w:
Density functional theory data (ωB97M-V/def2-TZVPD) for a 2-piece molecular cluster, C2H6O2S overall.

Values from the calculation:
Multiplicity = 1
SMILES = O=CO.CS

Each line ends with the Löwdin charge.
CARTESIAN COORDINATES (ANGSTROEM)
C (-1.9042, 0.3896, 0.8476)  -0.489
S (-1.5460, 0.3413, -0.9087)  0.686
H (-2.9278, 0.6230, 1.1320)  0.030
H (-1.5964, -0.5295, 1.3378)  0.029
H (-1.2833, 1.1763, 1.2851)  0.030
H (-1.9171, 1.6054, -1.1248)  -0.133
O (3.3721, -1.1794, -1.3077)  0.099
C (2.6637, -0.8314, -0.4206)  -0.392
O (1.5613, -0.0609, -0.5649)  -0.011
H (2.8230, -1.0574, 0.6413)  0.132
H (0.7547, -0.4770, -0.9171)  0.020



x:
Density functional theory data (ωB97M-V/def2-TZVPD) for a 2-piece molecular cluster, C2H6O2S overall.

Values from the calculation:
Multiplicity = 1

Each line ends with the Löwdin charge.
CARTESIAN COORDINATES (ANGSTROEM)
C (-0.3737, -0.5222, -0.6526)  -0.504
C (0.7454, 0.2793, -0.0547)  -0.618
O (1.9582, -0.1363, -0.4357)  0.049
O (0.6019, 1.6201, -0.0177)  0.013
S (-1.9959, -0.0095, -0.0239)  0.723
H (-0.2244, -1.5911, -0.5129)  0.087
H (-0.3946, -0.3026, -1.7265)  0.094
H (0.8207, -0.1214, 1.9083)  0.093
H (2.6270, 0.4799, -0.1151)  0.127
H (-0.3176, 1.8485, 0.1932)  0.072
H (-1.8035, -0.4593, 1.2131)  -0.138



Which structure is most stable? w, by 54.8 kcal/mol over the runner-up.



w:
Density functional theory data (ωB97M-V/def2-TZVPD) for a single CHFOS2 molecule.

Values from the calculation:
Multiplicity = 1
SMILES = FC(=S)OS

Each line ends with the Löwdin charge.
CARTESIAN COORDINATES (ANGSTROEM)
C (-0.0586, -0.3538, 0.8574)  -0.812
O (0.2902, -0.0304, -0.3179)  -0.457
F (-1.2782, -0.1427, 1.2868)  0.086
S (1.3195, -1.0991, 1.9814)  0.406
S (-0.6375, 0.8555, -1.4623)  0.886
H (0.3645, 0.7705, -2.3454)  -0.109



x:
Density functional theory data (ωB97M-V/def2-TZVPD) for a single CHFOS2 molecule.

Values from the calculation:
Multiplicity = 1
SMILES = FC(=S)OS

Each line ends with the Löwdin charge.
CARTESIAN COORDINATES (ANGSTROEM)
C (1.0211, 0.0227, -0.0785)  -1.043
O (-0.2161, 0.3038, 0.0683)  -0.496
F (1.3172, -1.3558, -0.1810)  -0.032
S (2.1114, 1.1221, -0.1312)  0.831
S (-1.7215, -0.5157, -0.0878)  0.878
H (-2.5122, 0.4229, 0.4103)  -0.139



Which structure is most stable? x, by 17.8 kcal/mol over the runner-up.



w:
Density functional theory data (ωB97M-V/def2-TZVPD) for a 9-piece molecular cluster, C23H64O9 overall.

Values from the calculation:
Multiplicity = 1
SMILES = CC(C)O.CC(C)O.CC(C)O.CC(C)O.CC(C)O.CC(C)O.CC(C)O.CO.CO

Each line ends with the Löwdin charge.
CARTESIAN COORDINATES (ANGSTROEM)
C (2.6194, 2.5038, 2.9255)  -0.027
C (1.5457, 2.9531, 4.0523)  -0.441
C (0.1525, 3.1711, 3.4823)  -0.049
O (1.5974, 1.9393, 5.0454)  -0.073
H (2.4526, 1.4787, 2.5947)  0.053
H (3.6485, 2.7323, 3.2027)  0.069
H (2.5019, 3.2122, 2.1054)  0.047
H (1.8225, 3.8890, 4.5377)  0.128
H (-0.5112, 3.5016, 4.2814)  0.081
H (-0.1919, 2.1632, 3.2505)  0.061
H (0.1969, 3.8303, 2.6154)  0.071
H (1.5365, 1.0592, 4.6668)  0.032
C (-0.0837, -2.4899, -1.2560)  -0.072
C (0.1269, -1.0236, -1.1897)  -0.494
C (0.6048, -0.6166, 0.2509)  -0.029
O (1.0574, -0.4830, -2.0899)  -0.052
H (-0.8137, -2.7849, -0.5023)  0.077
H (0.7938, -3.0777, -0.9869)  0.091
H (-0.3914, -2.7991, -2.2549)  0.069
H (-0.7922, -0.4805, -1.4096)  0.119
H (-0.1118, -0.9529, 1.0002)  0.054
H (0.6378, 0.4488, 0.4790)  0.059
H (1.5329, -1.1329, 0.4961)  0.084
H (0.9585, -0.8321, -2.9787)  0.040
C (-2.4208, -0.2892, -4.3186)  -0.055
C (-2.5585, 1.1946, -4.1700)  -0.439
C (-1.2800, 1.9889, -4.5549)  -0.043
O (-3.6469, 1.6499, -5.0694)  -0.071
H (-1.9850, -0.4538, -5.3040)  0.086
H (-3.4213, -0.7085, -4.2126)  0.086
H (-1.8041, -0.6595, -3.4996)  0.060
H (-2.8375, 1.4497, -3.1476)  0.121
H (-1.1461, 2.7783, -3.8152)  0.052
H (-1.3099, 2.6336, -5.4333)  0.078
H (-0.3595, 1.4120, -4.4659)  0.070
H (-3.4546, 2.5680, -5.2736)  0.064
C (3.4350, -1.2981, 3.8836)  -0.041
C (2.0154, -1.7545, 4.0650)  -0.443
C (1.6427, -2.1913, 5.4657)  -0.050
O (1.0847, -0.6730, 3.6577)  -0.087
H (3.7968, -1.7929, 2.9823)  0.075
H (4.1629, -1.6486, 4.6153)  0.084
H (3.5267, -0.2327, 3.6721)  0.068
H (1.8422, -2.5975, 3.3960)  0.130
H (2.2940, -3.0051, 5.7845)  0.085
H (0.6181, -2.5582, 5.5271)  0.075
H (1.7419, -1.3700, 6.1755)  0.092
H (0.3018, -1.0644, 4.0520)  0.045
C (1.7740, -1.7938, -5.3568)  -0.041
C (2.0593, -3.2627, -5.3784)  -0.514
C (1.2447, -4.3178, -4.5928)  -0.037
O (1.9990, -3.6332, -6.7112)  -0.045
H (1.9874, -1.4370, -4.3492)  0.064
H (0.6913, -1.7409, -5.4716)  0.078
H (2.2501, -1.2520, -6.1740)  0.098
H (3.0748, -3.3694, -4.9971)  0.137
H (1.0848, -3.9810, -3.5686)  0.051
H (1.6166, -5.3409, -4.5363)  0.081
H (0.2647, -4.5208, -5.0246)  0.075
H (1.0693, -3.7076, -6.9390)  0.090
C (-2.9511, 0.2043, 5.2789)  -0.036
C (-2.9571, -0.7579, 4.0438)  -0.436
C (-2.4444, -0.0959, 2.7598)  -0.052
O (-2.0185, -1.8035, 4.2152)  -0.077
H (-3.9842, 0.5090, 5.4459)  0.070
H (-2.2495, 1.0384, 5.2701)  0.071
H (-2.7542, -0.2761, 6.2374)  0.070
H (-3.8957, -1.3102, 3.9974)  0.134
H (-2.7838, 0.9340, 2.6495)  0.056
H (-2.9599, -0.5193, 1.8977)  0.082
H (-1.3665, 0.0474, 2.6847)  0.057
H (-2.5615, -2.5939, 4.2600)  0.088
C (1.6291, 5.2589, -0.6715)  -0.066
C (1.2060, 4.3071, -1.7653)  -0.493
C (1.5740, 2.8766, -1.2778)  -0.032
O (-0.1535, 4.4751, -1.9837)  -0.048
H (2.7032, 5.2586, -0.4859)  0.083
H (1.1143, 5.1001, 0.2760)  0.078
H (1.5052, 6.2697, -1.0602)  0.077
H (1.8032, 4.5178, -2.6525)  0.135
H (1.0436, 2.1277, -1.8659)  0.057
H (1.0826, 2.6881, -0.3232)  0.056
H (2.6368, 2.6635, -1.1637)  0.094
H (-0.3798, 5.3323, -2.3518)  0.115
C (-1.3953, -6.2147, -0.3808)  -0.165
O (-2.5199, -6.4873, -1.1808)  -0.115
H (-0.5259, -6.8149, -0.6492)  0.079
H (-1.2184, -5.1402, -0.4272)  0.053
H (-1.6203, -6.3305, 0.6795)  0.077
H (-2.5611, -5.8932, -1.9337)  0.072
C (-2.4316, 2.9666, 0.3379)  -0.142
O (-1.8877, 4.2914, 0.2565)  -0.137
H (-1.6632, 2.1994, 0.2424)  0.066
H (-2.9398, 2.8489, 1.2949)  0.067
H (-3.1330, 2.9030, -0.4941)  0.073
H (-1.1866, 4.1897, -0.3914)  0.010



x:
Density functional theory data (ωB97M-V/def2-TZVPD) for a 9-piece molecular cluster, C23H64O9 overall.

Values from the calculation:
Multiplicity = 1
SMILES = CC(C)O.CC(C)O.CC(C)O.CC(C)O.CC(C)O.CCO.CCO.CCO.CCO

Each line ends with the Löwdin charge.
CARTESIAN COORDINATES (ANGSTROEM)
C (-10.9229, -5.9186, -15.5252)  -0.078
C (-10.6274, -7.3908, -15.5382)  -0.329
O (-11.8364, -8.1198, -15.4432)  -0.086
H (-10.1157, -5.1861, -15.5190)  0.074
H (-11.5591, -5.7196, -14.6628)  0.076
H (-11.5649, -5.6843, -16.3744)  0.075
H (-10.0913, -7.6115, -14.6152)  0.101
H (-10.0514, -7.7878, -16.3741)  0.101
H (-11.6703, -9.0418, -15.6528)  0.028
C (-11.3340, -7.9718, -21.8346)  -0.087
C (-10.4848, -6.7121, -22.1760)  -0.315
O (-10.3304, -6.7234, -23.5752)  -0.083
H (-12.2432, -7.9189, -22.4335)  0.072
H (-11.5980, -7.9512, -20.7773)  0.062
H (-10.9207, -8.9182, -22.1831)  0.067
H (-9.5044, -6.7141, -21.6998)  0.086
H (-10.9719, -5.8084, -21.8097)  0.109
H (-9.6512, -7.3926, -23.6865)  0.045
C (-9.6312, -10.7177, -14.7006)  -0.059
C (-10.7563, -10.5474, -13.6853)  -0.287
O (-12.0089, -10.7052, -14.3389)  -0.108
H (-9.6903, -9.8641, -15.3758)  0.051
H (-9.7328, -11.7068, -15.1470)  0.074
H (-8.6557, -10.7497, -14.2153)  0.081
H (-10.7339, -9.5673, -13.2090)  0.110
H (-10.6760, -11.3033, -12.9041)  0.111
H (-12.6756, -10.0691, -14.0699)  0.099
C (-9.4524, -9.5429, -19.2447)  -0.078
C (-7.9811, -9.4463, -19.2316)  -0.340
O (-7.6130, -8.2815, -18.5836)  -0.075
H (-9.8676, -8.7097, -19.8116)  0.048
H (-9.8131, -9.4570, -18.2197)  0.062
H (-9.9419, -10.3758, -19.7494)  0.082
H (-7.6074, -9.5269, -20.2524)  0.102
H (-7.4940, -10.2051, -18.6191)  0.118
H (-6.6925, -8.3302, -18.3154)  0.034
C (-2.1886, -10.3216, -16.5359)  -0.033
C (-2.9491, -11.5514, -17.1867)  -0.465
C (-4.3653, -11.2248, -17.5856)  -0.083
O (-2.3868, -12.0773, -18.3841)  -0.042
H (-2.8162, -9.8159, -15.8020)  0.075
H (-1.8679, -9.5862, -17.2738)  0.045
H (-1.3895, -10.7492, -15.9304)  0.068
H (-3.0615, -12.3143, -16.4164)  0.126
H (-4.8354, -10.6794, -16.7673)  0.075
H (-4.9545, -12.1249, -17.7610)  0.078
H (-4.5717, -10.6489, -18.4877)  0.064
H (-1.4437, -12.0153, -18.2159)  0.081
C (-11.7737, -11.5989, -17.6582)  -0.057
C (-12.3742, -12.9554, -17.1441)  -0.446
C (-11.8774, -14.0527, -18.0598)  -0.071
O (-12.0410, -13.3053, -15.7641)  -0.062
H (-10.6953, -11.6575, -17.5105)  0.067
H (-12.1111, -10.7593, -17.0505)  0.059
H (-12.0391, -11.5819, -18.7153)  0.076
H (-13.4594, -12.8932, -17.2242)  0.126
H (-10.9678, -14.4738, -17.6315)  0.085
H (-11.8047, -13.8597, -19.1301)  0.077
H (-12.6462, -14.8252, -18.0423)  0.073
H (-12.2063, -12.5638, -15.1772)  0.039
C (-7.5975, -9.8082, -23.7893)  -0.053
C (-6.6613, -8.5946, -23.8200)  -0.480
C (-5.6671, -8.6462, -25.0315)  -0.030
O (-7.4132, -7.4151, -23.6987)  -0.048
H (-7.1333, -10.7909, -23.7061)  0.083
H (-8.3589, -9.8751, -24.5664)  0.082
H (-8.1690, -9.7441, -22.8633)  0.057
H (-6.1686, -8.6475, -22.8492)  0.110
H (-4.9565, -9.4616, -24.8964)  0.079
H (-5.0839, -7.7286, -24.9546)  0.066
H (-6.2168, -8.6269, -25.9725)  0.082
H (-6.8881, -6.6344, -23.8893)  0.099
C (-7.3554, -2.9356, -17.9609)  -0.040
C (-8.3010, -4.0303, -18.5519)  -0.483
C (-8.1838, -4.0973, -20.0486)  -0.063
O (-7.9240, -5.2989, -18.0531)  -0.070
H (-7.7484, -2.0269, -18.4169)  0.075
H (-6.3554, -3.0278, -18.3846)  0.069
H (-7.2242, -2.9151, -16.8790)  0.075
H (-9.3322, -3.8627, -18.2413)  0.129
H (-8.5352, -3.2030, -20.5632)  0.082
H (-8.7929, -4.8831, -20.4954)  0.057
H (-7.1640, -4.2112, -20.4162)  0.084
H (-8.3219, -6.0012, -18.5727)  0.055
C (-2.7538, -7.6261, -18.7965)  -0.055
C (-4.2226, -7.2546, -18.9168)  -0.445
C (-4.8421, -7.6369, -20.3134)  -0.041
O (-4.9072, -8.0025, -17.9413)  -0.073
H (-2.0503, -7.0626, -19.4094)  0.084
H (-2.6840, -8.6893, -19.0266)  0.074
H (-2.4550, -7.4727, -17.7595)  0.076
H (-4.3851, -6.1931, -18.7299)  0.137
H (-4.2128, -7.3426, -21.1533)  0.072
H (-5.7857, -7.1259, -20.5046)  0.070
H (-4.9107, -8.7170, -20.4434)  0.075
H (-5.2623, -7.4275, -17.2595)  0.111



Which structure is most stable? x, by 26.5 kcal/mol over the runner-up.